1.
Here is 13 unconnected molecules or ions with the total composition C78H195N13O26 in a non-equilibrium geometry from OMol25. Energies are from ωB97M-V/def2-TZVPD.

Calculated values
* energy above the lowest of the compared OMol25 structures with the same formula, charge and spin: 68.1 kcal/mol
* 2S+1: 1
* E_tot: -5756.14269 Ha
* HOMO energy: -8.114 eV

Positions of all 312 atoms, in Å:
O1 16.74 25.18 25.32
O2 11.90 22.40 16.60
O3 22.46 20.81 26.22
O4 20.20 23.42 23.73
O5 19.05 13.90 20.68
O6 20.92 16.69 22.34
O7 18.60 31.76 22.55
O8 21.97 28.28 26.91
O9 22.91 24.05 29.24
O10 25.73 18.07 17.58
O11 16.31 23.42 11.62
O12 12.91 23.54 21.18
O13 18.20 26.60 21.34
O14 25.21 29.98 29.17
O15 19.18 19.64 19.98
O16 22.27 25.84 21.15
O17 15.61 19.40 19.09
O18 19.47 22.67 29.11
O19 23.16 33.70 29.74
O20 25.61 20.32 21.72
O21 21.00 19.96 14.04
O22 16.94 22.56 16.17
O23 18.10 17.15 16.77
O24 15.39 19.15 24.75
O25 23.42 23.61 17.48
O26 30.00 21.08 16.02
N1 19.95 20.20 27.78
N2 12.21 20.02 18.20
N3 23.02 19.77 17.08
N4 15.00 22.67 13.99
N5 18.73 21.09 22.54
N6 14.54 22.73 23.59
N7 18.00 28.93 23.15
N8 21.73 30.46 28.40
N9 26.58 22.36 16.34
N10 23.34 23.01 20.60
N11 17.84 18.27 23.54
N12 24.53 27.27 29.92
N13 20.32 15.26 17.40
C1 24.46 17.67 17.07
C2 22.12 23.67 17.11
C3 24.56 22.41 21.10
C4 19.97 18.87 19.07
C5 14.24 19.16 18.98
C6 11.31 21.15 18.51
C7 19.09 20.37 28.96
C8 18.41 29.96 24.10
C9 30.16 20.01 16.99
C10 15.07 21.60 14.96
C11 17.36 18.30 16.34
C12 17.62 14.08 20.73
C13 14.87 23.40 11.64
C14 19.79 23.88 29.71
C15 27.84 22.03 16.86
C16 21.29 19.72 27.98
C17 12.81 24.53 20.12
C18 21.95 30.59 26.97
C19 22.07 19.56 26.71
C20 21.32 29.42 26.24
C21 20.29 24.51 24.64
C22 24.39 20.88 21.35
C23 23.25 32.39 29.11
C24 19.83 21.03 23.50
C25 15.58 22.25 16.32
C26 16.83 25.65 26.67
C27 19.44 21.53 29.91
C28 19.79 19.34 13.60
C29 21.90 31.74 29.11
C30 14.24 23.04 21.15
C31 25.33 29.54 30.51
C32 19.91 22.22 24.46
C33 18.78 16.39 15.76
C34 22.33 23.37 21.57
C35 22.72 19.72 15.65
C36 18.26 33.06 22.18
C37 19.10 21.66 21.24
C38 18.39 27.61 23.59
C39 19.96 20.73 20.43
C40 22.97 23.16 28.17
C41 14.45 22.07 22.30
C42 22.17 17.00 21.76
C43 25.49 18.95 22.08
C44 26.31 30.88 28.88
C45 21.54 24.62 21.19
C46 28.65 21.48 15.71
C47 20.11 17.79 22.82
C48 17.39 25.81 20.54
C49 21.56 26.81 20.35
C50 14.21 19.51 25.39
C51 25.66 23.00 17.21
C52 23.95 24.98 29.30
C53 13.62 20.24 18.18
C54 24.31 23.21 16.52
C55 11.55 22.83 15.32
C56 23.27 18.47 17.65
C57 17.77 26.49 22.71
C58 23.53 26.25 30.05
C59 10.73 21.94 17.34
C60 21.19 19.90 15.44
C61 26.74 17.37 16.99
C62 16.25 18.37 19.77
C63 23.10 20.73 24.96
C64 17.82 31.29 23.66
C65 17.57 22.80 17.43
C66 18.76 17.19 23.17
C67 15.77 23.48 23.74
C68 15.74 24.19 25.12
C69 17.65 18.32 25.02
C70 19.31 15.09 16.39
C71 21.32 27.12 26.40
C72 19.47 13.91 19.31
C73 24.26 28.43 30.71
C74 16.61 19.44 25.36
C75 16.83 24.45 10.87
C76 24.40 34.41 29.88
C77 14.40 22.38 12.64
C78 19.90 15.29 18.81
H1 17.28 14.13 21.76
H2 22.41 17.80 17.54
H3 24.17 25.34 28.33
H4 25.12 33.92 30.48
H5 21.83 20.36 28.64
H6 20.96 25.21 24.10
H7 21.26 18.75 28.46
H8 23.72 20.42 17.37
H9 16.02 17.43 19.34
H10 15.92 23.07 13.73
H11 22.61 26.65 29.61
H12 13.67 19.24 19.94
H13 18.83 16.42 24.00
H14 25.12 30.32 31.18
H15 26.32 31.77 29.52
H16 24.44 23.99 15.76
H17 21.45 29.48 25.20
H18 23.28 23.68 27.23
H19 18.19 21.84 20.66
H20 25.98 23.97 17.61
H21 13.75 23.34 23.72
H22 23.46 18.61 18.69
H23 18.75 21.66 30.74
H24 20.71 23.77 30.21
H25 20.89 20.88 15.91
H26 21.65 22.57 21.73
H27 19.58 17.10 15.43
H28 17.14 23.77 17.72
H29 10.73 23.51 15.36
H30 19.93 21.05 27.22
H31 20.97 18.57 19.48
H32 17.98 32.00 24.55
H33 14.48 23.08 10.62
H34 18.50 33.80 22.99
H35 22.82 23.52 22.54
H36 11.14 21.96 14.71
H37 26.25 31.15 27.79
H38 19.09 24.20 30.46
H39 20.83 20.98 23.01
H40 20.75 24.75 21.94
H41 10.61 20.77 19.27
H42 29.54 19.14 16.68
H43 17.48 26.50 26.71
H44 22.89 17.54 22.35
H45 14.52 24.42 11.87
H46 24.33 35.44 30.29
H47 14.97 23.11 16.43
H48 13.58 25.34 20.32
H49 24.79 34.59 28.86
H50 25.37 22.39 18.06
H51 13.97 18.19 18.49
H52 13.78 21.20 18.74
H53 23.46 21.68 24.68
H54 16.99 13.33 20.33
H55 27.03 17.90 16.09
H56 15.91 18.41 20.77
H57 18.24 29.20 22.21
H58 11.81 24.86 20.19
H59 29.93 20.31 18.04
H60 26.33 29.13 30.71
H61 23.27 28.96 30.46
H62 23.62 32.52 28.08
H63 14.27 19.26 26.45
H64 23.81 22.42 28.31
H65 22.09 24.41 16.26
H66 16.50 19.60 26.46
H67 21.13 32.37 28.71
H68 20.37 21.31 19.60
H69 18.05 29.73 25.12
H70 22.03 17.70 20.95
H71 24.14 22.32 16.00
H72 15.69 20.82 14.61
H73 21.65 26.89 25.38
H74 17.76 25.86 19.52
H75 21.51 26.22 27.08
H76 24.93 22.88 22.05
H77 14.75 24.65 25.30
H78 25.09 18.36 21.25
H79 14.32 22.54 20.21
H80 21.99 22.70 28.04
H81 17.30 17.32 25.39
H82 23.60 20.66 22.06
H83 21.75 26.68 19.29
H84 17.83 18.69 15.46
H85 19.34 18.05 18.75
H86 17.29 24.99 27.42
H87 19.51 29.98 24.16
H88 20.26 19.44 18.19
H89 20.68 21.98 25.22
H90 21.20 14.84 17.09
H91 20.70 15.71 19.44
H92 26.55 18.59 22.30
H93 16.77 31.22 23.35
H94 24.05 20.42 20.38
H95 24.87 24.57 29.71
H96 20.43 21.40 30.40
H97 18.62 22.94 17.27
H98 26.45 16.34 16.67
H99 15.83 25.95 27.02
H100 23.50 23.68 19.87
H101 18.92 22.34 24.94
H102 18.11 16.22 14.85
H103 28.78 22.24 14.90
H104 18.08 20.53 28.55
H105 23.34 26.00 31.12
H106 15.40 21.49 22.22
H107 17.47 24.76 20.87
H108 16.73 26.66 22.63
H109 27.69 21.24 17.60
H110 17.36 15.06 20.32
H111 13.38 18.98 24.88
H112 31.19 19.76 16.95
H113 21.15 24.42 20.23
H114 18.50 14.44 16.82
H115 20.51 18.17 23.79
H116 15.40 21.58 17.13
H117 14.06 20.58 25.28
H118 18.71 13.49 18.63
H119 18.45 16.73 22.18
H120 21.77 22.64 16.74
H121 17.38 18.54 19.82
H122 16.53 25.40 11.18
H123 18.36 20.16 22.43
H124 16.53 24.32 9.86
H125 22.88 18.76 15.13
H126 14.06 21.24 15.14
H127 20.31 13.20 19.23
H128 22.99 18.99 26.94
H129 19.78 24.75 29.04
H130 23.97 20.04 24.93
H131 19.76 20.21 24.20
H132 20.66 19.12 15.94
H133 10.17 22.76 17.80
H134 11.95 19.49 17.35
H135 17.05 20.32 24.92
H136 24.00 31.80 29.64
H137 22.37 29.74 28.75
H138 19.33 25.00 24.70
H139 22.06 27.77 20.51
H140 16.96 18.01 23.17
H141 17.52 19.18 17.05
H142 28.34 22.83 17.42
H143 19.51 27.42 23.55
H144 20.73 24.22 25.56
H145 19.76 19.39 12.56
H146 19.73 18.29 13.95
H147 26.16 21.67 15.74
H148 22.56 16.11 21.38
H149 18.97 15.92 18.89
H150 20.19 29.45 26.37
H151 16.31 25.93 20.65
H152 14.70 21.40 12.34
H153 17.25 33.20 21.88
H154 23.24 20.49 15.10
H155 20.84 20.37 20.92
H156 21.65 31.55 30.16
H157 22.42 20.45 24.20
H158 12.44 23.24 14.82
H159 18.85 33.31 21.30
H160 21.53 23.98 17.94
H161 16.61 22.82 23.65
H162 21.52 18.97 25.98
H163 27.25 30.36 28.97
H164 28.15 20.69 15.18
H165 15.05 23.77 21.25
H166 16.27 18.14 16.15
H167 18.88 19.86 13.95
H168 21.69 31.58 26.62
H169 11.93 21.87 19.12
H170 18.62 18.53 25.57
H171 13.30 22.38 12.72
H172 18.09 27.48 24.64
H173 20.53 26.86 20.61
H174 10.00 21.37 16.75
H175 24.49 17.80 15.99
H176 17.33 22.05 18.22
H177 17.92 24.33 10.90
H178 19.80 14.58 15.57
H179 23.05 30.50 26.63
H180 13.65 21.35 22.48
H181 13.03 24.06 19.15
H182 19.61 22.61 21.37
H183 24.12 28.06 31.71
H184 19.18 19.46 29.58
H185 15.85 24.28 22.98
H186 20.20 27.20 26.36
H187 17.91 25.50 23.18
H188 14.16 20.32 17.26
H189 24.89 18.81 23.01
H190 15.90 23.49 25.90
H191 19.90 18.66 22.13
H192 27.62 17.44 17.67
H193 25.36 22.55 20.38
H194 24.64 27.52 28.94
H195 24.42 16.55 17.37

2.
Here is a molecular structure, C22H41AuBGeN2O3 from OMol25. Energies are from ωB97M-V/def2-TZVPD.

Calculated values
* energy above the lowest of the compared OMol25 structures with the same formula, charge and spin: 12.7 kcal/mol
* 2S+1: 1
* E_tot: -3434.71800 Ha
* HOMO energy: -16.617 eV
* net charge: +3

Positions of all 71 atoms, in Å:
Au1 1.92 -3.06 -2.82
Ge1 -4.11 6.75 5.21
O1 1.97 -3.71 -0.76
O2 3.74 -2.35 -5.27
O3 4.11 -1.53 -3.10
N1 1.11 -5.70 -1.43
N2 1.06 -4.14 -4.31
C1 -0.13 -5.93 -6.01
C2 -6.81 8.41 5.05
C3 6.34 -0.54 -3.32
C4 -4.05 5.00 9.64
C5 5.04 -0.72 -4.04
C6 0.04 -5.20 -2.29
C7 -3.76 5.41 8.20
C8 5.11 -1.65 -5.31
C9 6.13 -2.76 -5.19
C10 1.22 -4.00 -5.63
C11 -3.43 6.89 8.09
C12 -5.58 9.06 4.43
C13 1.86 -4.95 -0.61
C14 0.31 -5.15 -3.79
C15 2.55 -5.63 0.53
C16 5.21 -0.91 -6.62
C17 -3.01 7.33 6.68
C18 4.31 0.59 -4.27
C19 0.63 -4.89 -6.51
C20 -6.45 7.42 6.15
C21 -4.62 8.01 3.84
C22 -0.29 -6.05 -4.64
B1 3.45 -2.24 -4.00
H1 -6.03 6.45 5.76
H2 -4.28 7.49 8.42
H3 -2.91 8.42 6.60
H4 4.37 -0.24 -6.77
H5 3.36 0.45 -4.79
H6 2.85 -6.64 0.27
H7 0.77 -4.74 -7.58
H8 -2.61 7.14 8.77
H9 -4.63 5.17 7.58
H10 3.41 -5.04 0.83
H11 -5.79 7.86 6.91
H12 -4.30 3.94 9.70
H13 -4.20 5.26 4.90
H14 5.25 -1.63 -7.44
H15 1.09 -6.69 -1.23
H16 -2.93 4.82 7.80
H17 1.84 -3.19 -5.98
H18 -7.45 9.18 5.48
H19 1.85 -5.68 1.37
H20 7.06 -0.05 -3.98
H21 4.93 1.25 -4.88
H22 -5.08 7.47 3.01
H23 6.77 -1.48 -2.99
H24 -0.82 -5.85 -2.14
H25 5.99 -3.47 -6.01
H26 -3.71 8.47 3.47
H27 -0.60 -6.64 -6.68
H28 6.13 -0.33 -6.64
H29 -5.06 9.66 5.18
H30 4.13 1.08 -3.32
H31 -3.18 5.18 10.28
H32 -5.88 9.75 3.64
H33 6.20 0.11 -2.45
H34 7.13 -2.36 -5.27
H35 -2.03 6.90 6.44
H36 -4.89 5.56 10.05
H37 -7.31 7.03 6.68
H38 -7.41 7.91 4.28
H39 6.04 -3.30 -4.25
H40 -0.28 -4.22 -1.93
H41 -0.90 -6.85 -4.22

3.
Here is C3H4O2 in the gas phase in a non-equilibrium geometry from OMol25. Energies are from ωB97M-V/def2-TZVPD.

Calculated values
* energy above the lowest of the compared OMol25 structures with the same formula, charge and spin: 46.7 kcal/mol
* 2S+1: 1
* E_tot: -267.11835 Ha
* HOMO energy: -10.230 eV

Positions of all 9 atoms, in Å:
O1 -1.04 -0.38 0.82
O2 2.32 0.55 0.34
C1 -0.06 0.48 0.28
C2 1.31 -0.11 0.31
C3 -1.01 -0.17 -0.62
H1 -0.72 -1.04 -1.22
H2 -0.14 1.54 0.51
H3 1.32 -1.22 0.30
H4 -1.97 0.37 -0.71

4.
Here is C3H3Br2NS in the gas phase in a non-equilibrium geometry from OMol25. Energies are from ωB97M-V/def2-TZVPD.

Calculated values
* energy above the lowest of the compared OMol25 structures with the same formula, charge and spin: 40.2 kcal/mol
* 2S+1: 1
* E_tot: -5716.97502 Ha
* HOMO energy: -8.530 eV

Positions of all 10 atoms, in Å:
Br1 -1.57 -1.61 -0.09
Br2 -0.98 2.96 -0.64
S1 0.23 0.61 2.14
N1 -0.85 1.21 -0.29
C1 0.64 -0.59 1.14
C2 -0.06 0.47 -0.93
C3 0.24 -0.78 -0.24
H1 0.73 -1.53 -0.72
H2 0.47 0.73 -1.93
H3 1.15 -1.48 1.57

5.
Here is 2 unconnected molecules or ions with the total composition C5H7NO in a non-equilibrium geometry from OMol25. Energies are from ωB97M-V/def2-TZVPD.

Calculated values
* energy above the lowest of the compared OMol25 structures with the same formula, charge and spin: 163.6 kcal/mol
* 2S+1: 1
* E_tot: -324.46372 Ha
* HOMO energy (alpha / beta): -5.746 / -7.937 eV

Positions of all 14 atoms, in Å:
O1 1.02 -1.45 -1.73
N1 0.57 1.10 -1.37
C1 -0.42 1.25 -0.47
C2 -0.34 -2.45 0.08
C3 0.44 -2.10 -0.92
C4 -0.05 1.83 0.89
C5 -1.07 -2.73 1.09
H1 -1.23 0.65 -0.71
H2 -1.17 -3.32 1.94
H3 -0.34 1.17 1.73
H4 -0.49 2.68 1.35
H5 1.06 2.03 0.74
H6 0.60 0.13 -1.85
H7 1.42 1.20 -0.77

6.
Here is C2H3N3 in the gas phase in a non-equilibrium geometry from OMol25. Energies are from ωB97M-V/def2-TZVPD.

Calculated values
* energy above the lowest of the compared OMol25 structures with the same formula, charge and spin: 21.7 kcal/mol
* 2S+1: 3
* E_tot: -242.03960 Ha
* HOMO energy (alpha / beta): -6.654 / -9.970 eV

Positions of all 8 atoms, in Å:
N1 -0.81 2.01 -0.25
N2 -1.42 1.03 -0.38
N3 -0.93 -0.41 -0.27
C1 1.42 -0.95 0.39
C2 0.22 -0.64 0.06
H1 -2.43 0.85 -0.60
H2 2.21 -0.91 -0.35
H3 1.75 -0.98 1.41

7.
Here is C2H3N3O in the gas phase from OMol25. Energies are from ωB97M-V/def2-TZVPD.

Calculated values
* energy above the lowest of the compared OMol25 structures with the same formula, charge and spin: 52.4 kcal/mol
* 2S+1: 1
* E_tot: -317.44878 Ha
* HOMO energy: -10.400 eV

Positions of all 9 atoms, in Å:
O1 -1.82 -0.69 -0.05
N1 0.57 -0.99 0.18
N2 0.97 1.11 -0.64
N3 -0.27 1.10 -0.44
C1 1.47 -0.17 -0.21
C2 -0.59 -0.15 0.24
H1 2.54 -0.34 -0.17
H2 -0.44 0.08 1.31
H3 -2.43 0.04 -0.23

8.
Here is C19H24N2O4S in the gas phase in a non-equilibrium geometry from OMol25. Energies are from ωB97M-V/def2-TZVPD.

Calculated values
* energy above the lowest of the compared OMol25 structures with the same formula, charge and spin: 59.2 kcal/mol
* 2S+1: 1
* E_tot: -1547.03550 Ha
* HOMO energy: -8.251 eV

Positions of all 50 atoms, in Å:
S1 0.39 -2.43 -0.70
O1 -0.19 -2.06 -1.95
O2 -0.25 -0.23 2.32
O3 0.97 -3.73 -0.54
O4 3.96 2.81 -1.19
N1 -0.78 -2.30 0.47
N2 -2.28 1.17 -0.14
C1 -0.43 0.57 1.25
C2 1.65 -1.23 -0.25
C3 -1.30 0.14 0.10
C4 -3.26 1.43 0.89
C5 0.56 0.42 3.18
C6 -2.82 1.30 -1.48
C7 2.03 2.41 -2.53
C8 -5.16 0.94 -0.67
C9 -4.59 0.68 0.72
C10 3.32 -0.48 1.29
C11 3.51 0.65 0.51
C12 0.92 1.63 2.67
C13 2.38 -1.42 0.91
C14 0.27 1.73 1.42
C15 -4.13 0.54 -1.72
C16 2.79 0.84 -0.67
C17 -1.82 -1.31 0.31
C18 1.86 -0.13 -1.06
C19 3.03 2.09 -1.45
H1 2.20 -2.32 1.49
H2 -2.47 -1.36 1.19
H3 -6.08 0.38 -0.81
H4 -5.29 1.02 1.49
H5 -2.06 0.98 -2.19
H6 0.81 -0.08 4.09
H7 0.31 2.55 0.74
H8 -4.44 -0.39 0.86
H9 -0.40 -2.36 1.39
H10 -4.49 0.77 -2.72
H11 -0.67 0.10 -0.80
H12 3.89 -0.62 2.19
H13 2.25 3.39 -2.94
H14 -3.47 2.51 0.86
H15 2.11 1.67 -3.33
H16 1.30 -0.06 -1.97
H17 -3.01 2.37 -1.63
H18 -2.39 -1.60 -0.58
H19 -5.39 2.00 -0.77
H20 4.23 1.40 0.79
H21 1.55 2.36 3.13
H22 1.02 2.39 -2.13
H23 -3.95 -0.54 -1.67
H24 -2.81 1.21 1.86

Which of these has the highest 2S+1?
C2H3N3